DFT (wB97M-V/def2-TZVPD) results for a gas-phase ion, C8H13N3O (charge +2) in a non-equilibrium geometry.

Properties
- HOMO-LUMO gap (spin up / spin down) (eV) = 8.14 / 5.76
- electronic energy (eV) = -15001.3732
- charge = +2
- ΔE to the lowest compared entry with this formula, charge and spin (kJ/mol) = 550.41

Last column: Mulliken charge in e.
Geometry (Å):
C 0.0540 1.2005 -0.3700  0.045
C 0.5879 -1.5999 -1.2905  0.641
H -2.6328 1.8336 -0.1794  0.476
N 1.8358 -1.1055 -1.3193  0.120
C 2.8764 -1.9978 -1.0100  -0.525
C -1.7839 -0.1051 0.5291  0.517
H 3.8570 -0.1848 -2.3322  0.214
C 2.1271 0.2135 -1.4142  1.138
H -2.5583 -0.8571 2.4121  0.366
N 3.2327 0.4489 -2.0586  -0.300
H 1.7474 2.1970 -1.2910  0.294
N -0.4912 0.0557 -0.0464  -0.197
C -2.6292 1.2107 0.6931  -1.617
H 3.5057 1.4224 -2.0852  0.241
H -0.8129 -0.3914 2.2956  0.336
H -3.5747 0.8994 1.0639  0.408
H -0.4612 2.1340 -0.2919  0.451
C 1.3270 1.2349 -0.9563  -0.941
H -2.4277 -0.8338 -0.1405  0.175
H -1.6448 -2.1005 1.7402  0.318
H 3.7642 -1.4149 -0.6784  0.359
H -2.1824 1.8104 1.5045  0.439
H 2.7989 -3.0142 -1.1552  0.323
C -1.6505 -0.9519 1.7933  -1.156
O -0.1034 -2.4993 -1.5432  -0.123

***

DFT (wB97M-V/def2-TZVPD) results for a single C8H13N3O2S molecule in a non-equilibrium geometry.

Properties
- HOMO-LUMO gap (eV) = 9.70
- electronic energy (eV) = -27907.9675
- ΔE to the lowest compared entry with this formula, charge and spin (kJ/mol) = 0.00

Last column: Mulliken charge in e.
Geometry (Å):
C -0.1129 -0.0676 0.5380  0.215
H 0.3740 1.2747 1.9233  0.155
C -0.5041 1.5750 -1.2892  -1.741
H -1.7407 0.0828 -0.9371  0.214
H 0.3114 -3.1555 1.1979  0.320
O 2.4607 2.2932 0.9948  -0.636
C -0.5476 -2.6809 0.7509  -0.518
S -1.1573 -1.3062 1.6661  -0.199
C 1.9949 -0.8542 -0.6340  0.533
C -2.0181 1.4884 0.6328  -1.856
C 1.9302 1.2143 0.7607  0.322
H -2.8764 1.9365 0.2014  0.481
N 0.7617 0.7434 1.2665  -0.059
C 0.0073 -2.2031 -0.6164  -1.018
H -1.5527 2.3081 1.0920  0.448
H 3.1247 0.9331 -0.8564  0.259
N 2.4675 0.3934 -0.2387  -0.127
O 2.5881 -1.6358 -1.2749  -0.564
H -1.2428 -3.4744 0.6380  0.506
H 0.1478 1.1158 -1.9491  0.376
H 0.1133 2.2490 -0.7100  0.337
H -2.4437 0.9512 1.4551  0.426
H -1.2743 2.1468 -1.8065  0.483
N 0.6279 -0.9321 -0.2985  0.098
H 0.6457 -2.9310 -1.0522  0.518
H -0.9251 -2.1323 -1.1866  0.242
C -1.1598 0.6675 -0.2679  0.784

***

DFT (wB97M-V/def2-TZVPD) results for a gas-phase ion, C8H13N4 (charge +1) in a non-equilibrium geometry.

Properties
- HOMO-LUMO gap (eV) = 9.59
- electronic energy (eV) = -14457.7049
- charge = +1
- ΔE to the lowest compared entry with this formula, charge and spin (kJ/mol) = 352.44

Last column: Mulliken charge in e.
Geometry (Å):
H 1.5078 -0.3380 -1.6596  0.317
H -0.1776 -1.6475 0.4142  0.549
H 0.7250 2.0319 0.6723  0.370
C 1.7567 -1.3415 1.0619  -0.860
C -2.7205 0.2841 0.1805  0.801
N -2.9304 -1.9126 -0.1568  -0.762
N 0.6546 -0.9384 0.1734  -0.058
C -0.0367 1.4777 -0.0330  -0.410
C -0.2405 0.1788 0.6774  -0.402
H 1.4530 -1.5656 2.1169  0.333
C -1.3963 2.2478 -0.1337  -0.498
H -1.3310 3.3846 -0.1573  0.331
N -1.5386 -0.3767 0.4257  0.438
H -3.4423 2.2678 -0.1119  0.440
N -1.7005 -1.7114 0.1836  -0.261
H -0.3392 -0.6622 -1.5068  0.349
H 0.3439 1.3172 -1.0483  0.281
C -3.6128 -0.7526 -0.1425  -0.490
H -4.6553 -0.7375 -0.5420  0.400
H 2.5694 -0.6060 1.0560  0.375
H 0.7540 -1.9699 -1.4534  0.492
H -0.0472 0.2112 1.7362  0.581
C 0.7017 -0.9601 -1.2691  -0.923
C -2.5707 1.7145 0.0693  -0.731
H 2.2322 -2.3211 0.7418  0.340

***

DFT (wB97M-V/def2-TZVPD) results for a gas-phase ion, C8H13N4S (charge +1) in a non-equilibrium geometry.

Properties
- HOMO-LUMO gap (eV) = 8.72
- electronic energy (eV) = -25295.3508
- charge = +1
- ΔE to the lowest compared entry with this formula, charge and spin (kJ/mol) = 0.00

Last column: Mulliken charge in e.
Geometry (Å):
H 1.4436 2.3424 0.0688  0.263
H -3.1502 2.6450 0.7801  0.301
H -2.4590 -2.8457 -0.4500  0.530
H 2.6821 -1.8550 -0.4419  0.531
H -4.7351 -2.0361 0.0909  0.445
H -1.7937 3.6798 0.0803  0.288
C -3.8590 -1.4564 0.0322  -0.179
S -3.9200 0.1781 0.4760  -0.111
H -0.0002 -0.8730 -0.3134  0.463
C -2.2083 0.3149 -0.0492  0.163
H 2.9280 -0.1353 1.6777  0.267
H 3.1076 1.3939 0.7573  0.215
H 1.7235 -2.7808 0.6485  0.354
C 1.7398 -2.1062 -0.0932  -1.284
C -1.5870 1.5797 -0.2308  1.204
H 1.3038 -2.5798 -0.9486  0.411
C 1.4848 0.3375 0.2328  0.614
N 2.6291 0.4449 0.8801  -0.438
C -2.6411 -1.8975 -0.2421  -0.826
N -1.7337 -0.8635 -0.3537  -0.476
N 0.9995 -0.8561 -0.1098  0.054
H -0.4029 0.9993 -2.0088  0.288
N 0.8833 1.4861 -0.2211  -0.098
H -0.2408 2.6802 -1.2896  0.460
C -0.3352 1.6011 -1.0026  -1.200
C -2.2197 2.6863 0.2003  -1.237

***

DFT (wB97M-V/def2-TZVPD) results for 2 unconnected molecules or ions with the total composition C8H13N6O in a non-equilibrium geometry.

Properties
- HOMO-LUMO gap (spin up / spin down) (eV) = 6.52 / 6.53
- electronic energy (eV) = -19484.2294
- charge = +1
- ΔE to the lowest compared entry with this formula, charge and spin (kJ/mol) = 426.30

Last column: Mulliken charge in e.
Geometry (Å):
H -2.7951 1.6675 1.4611  0.344
H -3.5699 1.5430 -0.1186  0.299
H 3.7980 0.0050 -1.7991  0.260
C 1.4262 2.1000 1.1005  -0.314
H 0.3129 -2.3114 -0.8106  0.260
C 2.6246 0.7501 -0.2214  0.111
H -2.0324 2.4604 0.2185  0.409
N 0.2756 1.5101 0.9438  -0.443
C 0.1883 0.4944 0.0823  0.317
H -0.0921 -1.0931 2.7400  0.273
H -3.5984 -1.2156 0.9029  0.352
N 3.7821 0.3881 -0.8609  -0.433
N -2.1698 0.2671 0.0423  0.116
N 2.5606 1.7160 0.6251  -0.517
H 1.3751 -2.6100 -2.2469  0.346
C -2.5861 1.6052 0.4134  -0.802
C 0.6758 -1.6105 2.1322  0.166
H -2.7951 -1.6238 -0.5101  0.316
N -0.9727 -0.1342 -0.1717  0.027
H -4.1569 -0.4919 -0.6214  0.315
H -0.2730 -1.7676 -2.2732  0.266
O 1.4412 -0.6881 -1.6323  -0.489
H 4.6332 0.9845 -0.5864  0.323
C 0.7308 -1.9113 -1.7684  -0.706
C -3.1754 -0.7152 0.0292  -0.844
C 1.3938 0.0653 -0.5803  1.049
H 1.5279 2.8336 1.9092  0.376
N 1.4709 -2.2177 1.6008  -0.378

***

DFT (wB97M-V/def2-TZVPD) results for a gas-phase ion, C8H13N6O2S (charge +1) in a non-equilibrium geometry.

Properties
- HOMO-LUMO gap (eV) = 8.56
- electronic energy (eV) = -32367.8363
- charge = +1

Last column: Mulliken charge in e.
Geometry (Å):
H -0.5543 0.5542 -2.8389  0.497
N -1.1244 0.1458 0.9011  -0.056
H 1.3155 -1.3483 -1.6400  0.476
N 4.8566 1.0062 -4.4359  -0.328
H 5.2238 1.9105 -2.5887  0.415
N 3.7164 0.3886 -4.9456  -0.341
C 0.4954 0.4016 -2.6090  -0.762
C -1.3970 -0.8128 0.0023  0.610
H -1.3228 -0.9354 5.3544  0.392
O -2.2969 1.0312 2.7750  -0.406
H -0.3570 0.7903 0.9753  0.224
C -3.0270 -0.7875 1.3592  -0.102
C 0.6175 -0.5578 -1.3980  -0.684
N -2.5834 -1.3899 0.2797  -0.613
C -1.5536 0.6449 3.9711  -0.187
H -3.9499 -0.9510 1.8854  0.456
H -1.1445 -1.4634 3.6716  0.279
H -1.9792 1.2725 4.7443  0.322
N -2.1882 0.1509 1.7738  0.344
N -0.6530 -1.1673 -1.0272  -0.129
O 3.2979 1.0518 -2.8723  -0.226
S 1.2531 -0.2409 -4.1172  -0.108
C 2.8423 0.4479 -3.9934  0.464
H 0.9109 1.3730 -2.3750  0.413
H -0.5121 0.9363 3.8581  0.266
C -1.6918 -0.8108 4.3439  -1.010
H -2.7383 -1.1040 4.3313  0.293
H -1.0149 -1.9174 -1.5927  0.239
H 0.9982 -0.0028 -0.5472  0.230
C 4.5603 1.3837 -3.2453  0.034

***

DFT (wB97M-V/def2-TZVPD) results for 2 unconnected molecules or ions with the total composition C8H13NO in a non-equilibrium geometry.

Properties
- HOMO-LUMO gap (eV) = 10.29
- electronic energy (eV) = -12040.4082
- ΔE to the lowest compared entry with this formula, charge and spin (kJ/mol) = 400.12

Last column: Mulliken charge in e.
Geometry (Å):
H -1.7276 2.1330 3.4004  0.302
H -3.6253 2.5740 1.2044  0.238
C 1.3433 -1.4120 -0.0083  0.170
O 1.6951 -0.1097 -0.4647  -0.477
C -1.0723 1.9438 1.4169  -0.492
C 2.5303 -1.5179 -2.3505  -1.235
C -1.9792 2.5339 2.4026  -0.802
H -0.1712 -2.9784 -0.1369  0.353
H -1.7719 3.6185 2.4479  0.281
H 3.4884 -1.2073 -0.3916  0.400
H -1.7395 -1.7636 -1.5796  0.266
H 3.0639 -0.7272 -2.8984  0.280
C -0.8013 -1.3175 -1.2582  -0.804
H 1.5525 -1.5824 1.0659  0.372
C 2.5130 -1.1968 -0.8804  0.135
C -0.3258 1.4844 0.5827  0.202
H -3.9805 2.6446 2.7921  0.228
C 0.0552 -1.9786 -0.4828  -0.401
H 1.5133 -1.5912 -2.7482  0.328
H 0.3468 1.0360 -0.1090  0.675
H -0.5853 -0.3030 -1.5898  0.250
N -3.3717 2.1882 2.1103  -0.605
H 3.0497 -2.4707 -2.5248  0.338

***

DFT (wB97M-V/def2-TZVPD) results for a single C8H13NO5S molecule in a non-equilibrium geometry.

Properties
- HOMO-LUMO gap (eV) = 9.74
- electronic energy (eV) = -31066.1169
- ΔE to the lowest compared entry with this formula, charge and spin (kJ/mol) = 232.57

Last column: Mulliken charge in e.
Geometry (Å):
C -0.7467 1.4223 -1.0276  0.639
O -2.2644 -0.4781 -1.5326  -0.320
H -2.2057 1.0276 -2.7271  0.370
C 0.7117 -1.5264 -1.3529  -0.211
N 0.3071 -0.6684 1.0094  -0.395
H 2.7624 -1.8903 -1.0079  0.262
H 0.8145 -1.1908 -2.4174  0.242
H 1.5291 0.2715 -0.5319  0.355
H -1.0556 -0.4926 2.9063  0.447
H 1.7253 -2.5140 0.3122  0.313
C 1.8372 -1.8440 -0.4228  -0.986
O 0.1161 1.7880 -1.7725  -0.547
H 1.1879 1.4698 1.3162  0.495
H 0.9145 2.8419 0.2977  0.418
O -3.4617 -0.2917 0.6890  -0.672
H -1.6311 2.1579 0.8148  0.559
O -2.0551 -2.2695 0.2339  -0.674
S -2.3160 -0.8709 0.0844  1.198
C -0.7860 1.4904 0.4825  0.142
H -0.1390 -2.1786 -1.2117  0.143
C 0.4931 2.1687 0.9946  -1.957
H 0.2057 2.6939 1.8610  0.465
C -0.9280 0.0624 1.1213  0.234
H 0.0928 -1.6382 1.3023  0.449
C 1.0102 -0.6052 -0.2134  -0.107
H -2.9466 1.4979 -1.0620  0.306
O -1.5997 -0.0637 2.2844  -0.439
C -2.0998 0.9342 -1.6490  -0.729

***

DFT (wB97M-V/def2-TZVPD) results for 2 unconnected molecules or ions with the total composition C8H13NO5S in a non-equilibrium geometry.

Properties
- HOMO-LUMO gap (eV) = 7.27
- electronic energy (eV) = -31066.6878
- ΔE to the lowest compared entry with this formula, charge and spin (kJ/mol) = 177.49

Last column: Mulliken charge in e.
Geometry (Å):
H -1.9464 0.0538 -3.0268  0.343
O 2.2883 -3.5170 3.1318  -0.337
H -1.7445 -0.8780 0.6501  0.406
O -0.1815 -2.6899 1.0137  -0.400
H 1.2171 0.5526 -1.2510  0.378
O 3.3509 -2.0531 1.7252  -0.424
H 0.4189 3.8530 1.2821  0.305
O 0.4127 1.3291 1.6346  -0.601
C -0.6567 -0.4549 -1.1672  1.126
C 2.8166 -2.8645 2.3587  0.776
H -0.4158 4.5094 -0.0143  0.290
C -0.4193 3.6821 0.5656  -0.697
H 2.1998 -0.9344 0.2259  0.517
C -1.8987 -0.3765 -0.3096  -1.634
C 0.5844 0.2452 -0.4242  -0.651
C -0.9663 0.2985 -2.5184  -1.343
H -2.0860 0.6081 -0.0010  0.389
H -0.8585 -3.2310 0.5747  0.315
O -0.0726 2.5222 -0.1885  -0.313
H 1.0761 -0.7644 1.5161  0.421
C 0.8295 -2.3473 0.1032  -0.472
H -1.4096 3.4457 1.0448  0.282
N 1.1176 -0.8245 0.4581  -0.228
H -0.2818 0.1853 -3.4057  0.351
S -0.0592 -2.1192 -1.5585  -0.146
C 0.3155 1.4659 0.4497  0.597
H -0.9089 1.3283 -2.1994  0.349
H -2.7218 -1.0243 -0.6694  0.404